DFT (ωB97M-V/def2-TZVPD) results for a structure of composition C87H183In2N9O15 in a non-equilibrium geometry.

Structure (XYZ):
```
296
Properties=species:S:1:pos:R:3:forces:R:3:lowdin_charge:R:1
In 0.8142 -4.8229 -0.8443 0.72 0.89 -0.10 1.11
In 3.5410 -1.0946 -0.6666 -0.90 -1.03 0.81 1.20
O 5.7423 -3.1465 -0.5450 -0.85 -1.97 1.94 -0.28
C 5.6803 -4.1241 0.5230 0.74 3.02 -2.05 -0.28
C 4.2260 -4.7443 0.8335 -2.74 0.86 -0.43 -0.31
O 3.0635 -3.9167 0.9310 2.40 -0.87 -0.20 -0.33
H 6.2814 -3.7271 1.3410 -1.16 0.83 1.09 0.08
H 6.3451 -4.9806 0.4112 -0.52 -0.88 -1.37 0.10
H 4.3830 -5.4216 1.6730 0.04 0.32 0.77 0.09
H 3.9640 -5.4186 0.0181 0.76 -0.10 -0.75 0.08
O 0.4795 -1.9726 0.0321 0.18 2.62 0.64 -0.30
C -0.2339 -0.8309 0.5085 0.56 -3.55 -1.77 -0.24
C 0.4853 0.5891 0.9574 1.90 2.04 -0.47 -0.25
O 1.7035 1.0780 0.3990 -1.77 -2.31 0.97 -0.27
H -0.8293 -1.2630 1.3127 0.19 0.83 1.02 0.08
H -0.9694 -0.6400 -0.2730 0.17 0.94 -0.44 0.08
H 0.4757 0.6462 2.0459 0.75 -0.98 0.51 0.08
H -0.2479 1.3745 0.7741 -0.71 -0.26 -0.95 0.08
O 2.4588 -2.9419 -2.7507 0.18 -2.21 -1.89 -0.26
C 2.8878 -3.6574 -3.8675 0.24 3.97 1.25 -0.31
C 2.9747 -5.2294 -3.8578 -3.32 -3.97 2.60 -0.22
O 1.7594 -5.9806 -3.4735 3.80 2.93 -1.05 -0.24
H 3.8937 -3.3297 -4.1299 0.88 -0.49 0.50 0.11
H 2.4249 -3.3403 -4.8019 -1.57 -0.48 -0.07 0.11
H 3.7096 -5.2928 -3.0554 0.04 -0.23 0.62 0.11
H 3.4653 -5.6733 -4.7241 -0.57 0.67 -0.70 0.12
C -2.6095 -6.0388 3.4070 -1.34 -2.62 1.18 -0.06
C -1.3758 -5.3160 3.0401 0.32 1.76 -1.78 -0.45
C -0.6414 -4.8312 4.3262 -0.78 -1.80 1.26 -0.09
C 0.3167 -5.9129 4.9623 1.50 1.82 -1.46 -0.15
C 1.2226 -6.4129 3.8227 -0.08 1.22 -0.13 -0.15
C 0.4875 -7.0536 2.6509 -0.31 -2.15 1.04 -0.47
N -0.5289 -6.1332 2.0523 3.05 1.07 2.01 -0.10
O -1.1546 -6.7254 0.9548 -0.63 0.38 0.97 -0.09
C 1.5325 -7.5455 1.6129 -0.34 -0.21 1.01 -0.02
C -0.1648 -8.3393 3.2691 -1.54 0.09 -1.07 -0.04
C -1.7744 -4.0689 2.2053 -0.51 0.16 -0.40 -0.03
H -3.1923 -5.8038 4.2977 -0.15 1.62 -0.32 0.10
H -2.3630 -6.9999 3.8582 0.55 -0.62 -0.55 0.07
H -3.3041 -6.2863 2.6042 -0.02 0.35 -0.19 0.09
H -0.4161 -3.7662 4.2695 1.44 -0.43 -0.46 0.09
H -1.3304 -4.7581 5.1677 -1.12 -0.04 -0.41 0.11
H -0.1079 -6.6889 5.5992 -0.65 0.00 -0.54 0.10
H 0.9616 -5.3742 5.6566 0.15 0.12 0.10 0.10
H 2.0543 -7.0004 4.2117 -0.19 -0.55 -0.27 0.13
H 1.6909 -5.5463 3.3560 0.24 0.50 0.28 0.11
H 1.1177 -7.6446 0.6098 0.31 0.45 -0.06 0.06
H 2.4578 -6.9905 1.7674 -0.11 0.47 -0.87 0.07
H 1.8184 -8.5539 1.9120 -0.05 -0.14 -0.09 0.08
H -0.7948 -8.1587 4.1401 0.54 0.10 0.29 0.06
H -0.9173 -8.6594 2.5484 -0.08 -0.45 -0.32 0.07
H 0.4584 -9.2213 3.4170 0.36 0.41 0.16 0.08
H -1.0095 -3.4662 1.7155 0.85 -0.31 0.59 0.06
H -2.3762 -3.3683 2.7843 -0.22 -0.09 0.19 0.09
H -2.3530 -4.3657 1.3306 -0.40 -0.29 0.13 0.06
H -1.8552 -7.2114 1.3959 -0.64 -0.72 -0.51 0.07
C -0.9117 3.7437 -1.0098 0.27 -1.41 0.07 -0.04
C -0.0774 5.0145 -0.9155 -0.16 1.07 -0.77 -0.47
C -1.1607 6.0674 -0.7330 -1.10 1.51 2.39 -0.14
C -0.7659 7.3806 0.0186 -0.71 -0.65 -1.66 -0.17
C -0.0255 7.1554 1.3170 0.23 -0.13 -1.10 -0.13
C 1.1383 6.2089 1.0561 2.61 0.53 0.11 -0.46
N 0.8238 5.0363 0.2583 -1.66 -1.02 0.25 -0.08
O 1.9856 4.2339 0.0677 -0.75 0.43 -0.15 -0.01
C 2.2070 7.0117 0.2327 0.27 0.37 0.68 -0.03
C 1.8221 5.7843 2.4232 -0.31 0.53 -0.24 -0.01
C 0.6022 5.2648 -2.3058 -0.29 0.32 0.55 -0.01
H -1.6874 3.7596 -1.7754 0.14 0.61 -0.41 0.07
H -1.5025 3.5510 -0.1143 0.41 0.02 0.38 0.07
H -0.3181 2.8617 -1.2503 0.22 -0.16 0.19 0.08
H -1.7808 6.2524 -1.6101 0.61 0.12 -0.46 0.12
H -1.9289 5.7339 -0.0354 -0.04 -0.94 0.17 0.10
H -1.6546 7.9528 0.2850 -0.23 0.00 -0.45 0.11
H -0.2189 7.9394 -0.7408 0.41 0.59 0.54 0.10
H -0.6784 6.8495 2.1344 -0.07 -0.19 -0.13 0.10
H 0.3489 8.1629 1.4979 0.37 -0.22 0.82 0.12
H 1.8596 7.2787 -0.7654 0.09 -0.47 -0.04 0.06
H 2.4693 7.9746 0.6709 -0.15 0.09 0.44 0.08
H 3.1448 6.4562 0.2232 -0.13 -0.17 -0.46 0.07
H 2.7158 5.1603 2.4147 -0.06 -0.09 -0.86 0.06
H 2.1685 6.6997 2.9028 -0.18 0.25 0.07 0.08
H 1.1589 5.2887 3.1322 -0.44 0.07 -0.25 0.04
H 1.4750 4.6346 -2.4765 -0.20 -0.08 0.00 0.07
H 0.8848 6.3069 -2.4549 0.29 0.08 0.37 0.07
H -0.1692 5.1388 -3.0654 0.09 -0.53 -0.15 0.07
H 1.6843 3.4479 0.5292 0.53 -0.79 -0.08 0.07
C -4.9975 0.3428 3.5444 0.06 -0.27 0.95 -0.04
C -5.2295 0.0726 2.0913 -2.08 -0.19 -1.73 -0.46
C -3.9603 -0.2534 1.2615 0.64 0.40 0.79 -0.11
C -4.1152 -0.7682 -0.1748 -1.21 0.23 0.35 -0.16
C -5.2014 -1.8519 -0.2154 0.50 -0.02 -0.67 -0.15
C -6.5308 -1.7007 0.6357 2.36 0.85 -0.43 -0.45
N -6.1521 -1.1148 1.9292 2.34 -1.44 -0.69 -0.14
O -7.2124 -1.2478 2.7983 -0.85 0.77 0.86 -0.02
C -7.5512 -0.8032 -0.1540 0.44 -1.77 -0.96 -0.02
C -6.9263 -3.1988 0.7599 -2.03 1.33 0.97 -0.04
C -5.9544 1.3625 1.5680 0.95 -0.62 -0.83 -0.01
H -5.9955 0.4223 3.9753 0.05 -0.03 0.34 0.09
H -4.5199 1.3006 3.7506 0.09 0.04 -0.45 0.06
H -4.4187 -0.4006 4.0927 -0.05 -0.35 -0.12 0.09
H -3.3240 0.6265 1.3564 0.01 0.48 -0.50 0.11
H -3.3497 -0.9541 1.8308 -0.30 -0.59 0.11 0.10
H -3.2051 -1.2077 -0.5832 0.24 0.03 0.34 0.09
H -4.3786 -0.0072 -0.9094 -0.07 0.50 0.32 0.08
H -4.6812 -2.7998 -0.0778 -0.16 -0.26 1.32 0.09
H -5.3921 -2.0550 -1.2693 -0.92 0.59 -0.33 0.10
H -7.8829 -1.5470 -0.8784 -0.82 0.15 -0.27 0.07
H -8.4138 -0.3615 0.3449 0.27 -0.28 0.38 0.08
H -7.0847 -0.0726 -0.8149 0.33 0.29 0.50 0.07
H -6.9705 -3.6251 -0.2423 0.36 -0.34 0.24 0.08
H -6.4128 -3.7452 1.5510 0.87 0.05 -0.62 0.09
H -7.9366 -3.2374 1.1674 -0.46 0.00 -0.28 0.07
H -5.7394 1.3834 0.4996 -0.04 0.50 -0.14 0.07
H -5.5116 2.2254 2.0654 -0.24 0.20 -0.21 0.06
H -7.0420 1.3491 1.6389 0.11 -0.10 0.52 0.08
H -6.8117 -1.7056 3.5409 -0.27 -0.18 0.22 0.10
C 5.6490 0.3371 -4.2725 2.33 -0.54 2.66 -0.08
C 4.3573 0.7798 -4.8191 -0.23 0.46 -2.07 -0.45
C 4.0284 -0.2232 -5.9983 0.18 1.31 0.07 -0.12
C 2.6248 -0.1462 -6.5149 0.89 0.45 -0.92 -0.22
C 1.7392 -0.2187 -5.3467 -2.08 1.11 0.50 -0.14
C 1.9576 0.8631 -4.1860 -2.68 -3.33 0.02 -0.43
N 3.3119 0.6305 -3.7532 1.28 0.51 -0.51 -0.08
O 3.6345 1.4259 -2.6143 -0.05 -0.46 -0.30 -0.07
C 1.4928 2.2644 -4.6099 0.39 -0.04 -0.54 0.00
C 0.9655 0.2882 -3.0540 0.91 1.40 -0.90 -0.01
C 4.6236 2.2426 -5.4496 -0.80 -0.93 0.93 0.00
H 6.0293 1.0123 -3.5059 -0.75 0.22 0.79 0.07
H 6.6389 0.2983 -4.7271 -0.63 -0.05 -1.90 0.10
H 5.5894 -0.6428 -3.7989 -0.33 -0.12 0.17 0.09
H 4.6361 0.1884 -6.8041 0.79 -0.95 0.00 0.12
H 4.2015 -1.2515 -5.6808 0.64 0.08 -0.07 0.11
H 2.4163 -0.8788 -7.2946 0.04 -0.79 0.42 0.12
H 2.5455 0.7215 -7.1699 -0.40 0.82 0.59 0.11
H 1.7020 -1.2231 -4.9249 0.43 0.05 0.25 0.10
H 0.7285 -0.0671 -5.7257 -0.44 0.16 0.30 0.10
H 2.1324 3.0112 -4.1395 -0.08 0.32 -0.37 0.07
H 1.4837 2.3237 -5.6982 0.86 0.30 -0.19 0.08
H 0.4557 2.5628 -4.4570 -0.10 -0.58 0.96 0.07
H 1.1403 -0.7479 -2.7641 0.36 0.01 -0.09 0.05
H 1.0619 0.9532 -2.1958 -0.25 -0.16 0.26 0.06
H -0.0325 0.3579 -3.4869 -0.19 0.10 0.17 0.07
H 3.8211 2.5401 -6.1246 0.17 0.02 -0.09 0.07
H 5.5994 2.2677 -5.9348 -0.18 -0.31 -0.25 0.08
H 4.7114 3.0015 -4.6722 -0.19 0.03 0.22 0.07
H 3.5515 2.3302 -2.9256 0.05 0.63 0.28 0.07
C 2.2585 2.5201 3.8043 0.94 -0.94 -0.17 -0.02
C 3.0696 1.3889 4.5189 1.36 -0.68 0.36 -0.41
C 2.6363 1.3514 6.0305 -0.97 3.81 -1.90 -0.19
C 3.0585 0.2654 6.8639 -0.01 -2.73 -0.38 -0.19
C 2.4983 -1.0038 6.1316 1.72 -0.29 1.37 -0.12
C 2.8600 -1.2391 4.6330 0.73 0.42 -0.27 -0.42
N 2.8981 0.0259 3.9099 -2.91 1.30 2.71 -0.14
O 3.2417 -0.1700 2.6160 1.20 0.34 -1.37 -0.04
C 4.3216 -1.8773 4.4498 -2.02 -1.70 0.37 0.00
C 1.7235 -2.2050 4.1105 1.09 0.23 0.25 -0.03
C 4.6031 1.7234 4.4788 -0.97 0.06 -0.29 0.00
H 2.5805 2.5922 2.7654 -0.14 -0.25 -0.32 0.07
H 2.5246 3.5056 4.1865 -0.18 -0.10 0.51 0.08
H 1.1835 2.3418 3.8327 0.04 0.02 0.11 0.07
H 2.9217 2.3203 6.4401 0.70 0.29 -0.03 0.12
H 1.5683 1.5680 6.0092 -0.55 -0.97 0.16 0.11
H 2.6483 0.2580 7.8738 -0.20 0.28 -0.04 0.12
H 4.1390 0.2371 7.0048 0.16 -0.12 -0.27 0.11
H 1.4447 -1.0556 6.4063 -0.25 0.12 -0.77 0.11
H 2.9416 -1.8153 6.7086 -0.05 -0.60 -0.27 0.11
H 4.1012 -2.9424 4.5206 0.33 -0.48 0.95 0.07
H 4.7210 -1.9608 3.4390 -0.15 1.27 -0.04 0.05
H 5.0436 -1.5835 5.2117 -0.03 0.13 -0.18 0.08
H 1.8733 -2.6375 3.1212 0.15 0.42 -0.27 0.07
H 1.7057 -3.0700 4.7735 -0.02 -0.03 0.26 0.06
H 0.7578 -1.7052 4.1859 0.02 0.12 -0.13 0.08
H 4.9466 1.7834 3.4461 0.19 -0.21 0.24 0.04
H 5.1215 0.9132 4.9917 0.26 0.23 -0.05 0.08
H 4.8333 2.7015 4.9012 -0.02 -0.05 0.30 0.09
H 2.6089 0.3300 2.0953 -0.43 0.13 -0.72 0.04
C -1.5463 5.6820 4.7089 -1.74 -1.50 0.05 0.02
C -2.3132 4.4011 4.1204 0.19 -1.98 1.50 -0.43
C -2.4360 3.1787 5.1689 0.66 1.47 -0.38 -0.13
C -3.3345 3.5215 6.2905 -1.68 -0.21 0.98 -0.21
C -4.7182 3.8041 5.7256 0.65 0.46 -0.06 -0.15
C -4.7658 4.8393 4.5604 -2.50 0.75 2.92 -0.45
N -3.6990 4.5482 3.6631 0.46 0.10 -0.42 -0.10
O -3.7144 5.3919 2.5126 -0.32 0.11 0.23 -0.01
C -6.1788 4.5280 3.9938 -0.05 0.48 -2.03 -0.04
C -4.9129 6.3482 5.1615 1.56 -1.17 -0.87 0.00
C -1.5576 3.7278 3.0068 0.85 -0.24 -0.72 -0.05
H -0.4666 5.5417 4.7597 -0.07 0.16 -0.67 0.07
H -1.8321 5.8020 5.7539 -0.28 0.10 0.05 0.06
H -1.9348 6.5414 4.1624 0.66 0.16 -0.08 0.07
H -2.8982 2.3370 4.6531 0.04 0.11 -0.27 0.10
H -1.4930 2.7931 5.5565 0.46 0.41 -0.31 0.12
H -3.1012 4.3259 6.9880 0.77 0.10 -0.23 0.11
H -3.4588 2.6223 6.8939 0.12 -0.03 0.40 0.11
H -5.3751 4.1825 6.5088 -0.20 -0.14 -0.03 0.12
H -5.1119 2.8603 5.3483 -0.09 0.01 0.01 0.09
H -6.0305 4.4437 2.9172 -0.36 -0.20 -0.23 0.07
H -6.7196 3.6390 4.3184 0.63 -0.26 0.22 0.08
H -6.9253 5.3157 4.0949 0.34 0.28 0.15 0.07
H -4.4347 7.0302 4.4583 -0.40 0.17 -0.28 0.06
H -5.9617 6.6045 5.3114 0.33 0.01 0.14 0.06
H -4.3111 6.4852 6.0599 -0.23 -0.20 0.32 0.06
H -1.5820 4.2268 2.0380 0.58 0.48 0.26 0.06
H -1.8814 2.7157 2.7643 -0.69 -0.11 0.30 0.08
H -0.5561 3.5433 3.3957 0.35 0.45 -0.51 0.06
H -3.8893 4.7326 1.8371 -0.04 0.21 -0.43 0.09
C -1.3092 -2.7753 -3.0881 0.34 0.22 1.19 -0.03
C -2.1929 -4.0716 -3.3810 0.65 0.47 -2.01 -0.42
C -1.6393 -4.5719 -4.7322 -0.81 -1.06 -1.57 -0.12
C -2.3175 -5.8558 -5.3242 -1.07 0.67 1.90 -0.16
C -2.2057 -7.0048 -4.2429 -1.06 1.93 -1.72 -0.11
C -2.7102 -6.5515 -2.8237 1.21 -1.00 -1.85 -0.42
N -2.0526 -5.2473 -2.4864 1.07 -0.25 -1.81 -0.14
O -2.4083 -4.8749 -1.2504 -0.39 0.55 3.11 -0.09
C -4.2800 -6.5752 -2.8255 0.98 -1.07 0.24 -0.01
C -2.1983 -7.6733 -1.8474 -0.22 0.37 0.54 -0.04
C -3.6133 -3.4663 -3.4197 -0.18 -0.78 -0.49 -0.02
H -1.3169 -2.4566 -2.0458 0.41 -0.72 0.56 0.06
H -1.6264 -1.7991 -3.4548 -1.41 -0.36 -0.88 0.06
H -0.3004 -2.6534 -3.4824 0.46 -1.34 0.33 0.07
H -1.8154 -3.7549 -5.4320 0.46 0.11 -0.21 0.11
H -0.5909 -4.8680 -4.6963 0.29 0.74 0.50 0.11
H -1.9962 -6.2310 -6.2959 0.70 0.32 0.13 0.10
H -3.3499 -5.5632 -5.5156 -0.45 -0.28 0.17 0.09
H -1.1659 -7.2837 -4.4134 0.06 -0.50 1.17 0.12
H -2.8921 -7.7622 -4.6214 0.29 -0.54 0.35 0.11
H -4.8037 -6.5888 -3.7813 0.41 0.84 -0.19 0.08
H -4.4218 -7.6086 -2.5090 -0.72 0.16 0.56 0.08
H -4.7159 -5.8626 -2.1253 -0.28 -0.19 -0.04 0.07
H -2.3976 -8.7243 -2.0563 -0.29 0.10 -1.47 0.09
H -1.1149 -7.6458 -1.7304 -0.08 0.43 0.30 0.08
H -2.7385 -7.6811 -0.9007 0.39 0.89 0.49 0.07
H -3.5975 -2.5482 -4.0070 0.10 -0.04 0.51 0.05
H -3.9186 -3.3250 -2.3829 -0.08 0.58 -0.09 0.07
H -4.3989 -4.0538 -3.8949 0.15 -0.53 0.02 0.08
H -3.3436 -5.0687 -1.1546 -0.54 0.19 0.36 0.07
C 7.6187 -0.2248 -0.1931 0.93 0.23 0.44 -0.02
C 7.3145 0.3854 1.2203 -0.40 -0.94 -0.51 -0.40
C 8.6795 0.7925 1.8062 0.44 -0.52 0.18 -0.17
C 9.2397 2.0557 1.2515 -1.01 1.08 0.30 -0.19
C 8.1990 3.1672 1.4634 0.47 0.44 -2.06 -0.13
C 6.8809 2.8911 0.6799 -0.77 1.34 0.74 -0.47
N 6.3958 1.5720 1.0899 1.90 -0.46 1.40 -0.11
O 5.0282 1.3242 1.0257 0.37 -0.06 -0.67 -0.06
C 5.8636 4.0033 1.1110 -0.61 -0.30 0.74 -0.04
C 6.9787 3.0960 -0.8377 0.52 -0.56 -0.82 -0.04
C 6.7654 -0.7877 2.1290 -1.14 1.51 0.21 -0.02
H 6.9024 -0.9328 -0.6101 -0.34 0.28 0.10 0.05
H 7.9201 0.5572 -0.8900 -0.59 0.12 -0.20 0.06
H 8.5571 -0.7721 -0.1049 -0.07 -0.52 0.08 0.08
H 8.7533 0.8937 2.8889 -0.79 -0.21 0.24 0.12
H 9.3503 -0.0278 1.5505 0.07 -0.15 0.20 0.11
H 10.1092 2.3861 1.8197 0.44 -0.35 -0.45 0.11
H 9.4128 1.9318 0.1825 0.45 0.28 0.01 0.11
H 8.6098 4.0505 0.9744 0.08 0.32 -0.12 0.11
H 8.1121 3.5002 2.4976 -0.57 -0.64 0.18 0.12
H 4.8681 3.8796 0.6846 -0.14 -0.65 0.12 0.07
H 6.0174 5.0500 0.8485 1.18 -0.13 -0.40 0.08
H 5.7972 4.0387 2.1984 -0.29 -0.29 0.21 0.07
H 6.8263 4.1292 -1.1500 -0.07 0.05 0.21 0.08
H 6.2363 2.4745 -1.3385 -0.35 0.09 0.11 0.07
H 7.9130 2.7887 -1.3075 0.33 -0.09 0.25 0.07
H 5.7798 -1.1146 1.7978 0.24 -0.40 -0.61 0.04
H 7.4290 -1.6273 2.3360 0.26 0.11 -0.77 0.09
H 6.4824 -0.4515 3.1265 0.36 0.64 0.20 0.06
H 4.8096 1.5800 1.9248 -1.03 -0.44 -0.11 0.04
C -2.5149 3.4974 -7.0736 0.51 -1.38 1.07 -0.02
C -3.5791 3.2675 -5.8662 0.70 3.20 -0.17 -0.44
C -4.9003 3.2231 -6.5362 -0.39 -1.78 -1.21 -0.18
C -5.1600 1.8010 -7.1290 -2.09 1.63 0.91 -0.18
C -5.0984 0.7448 -6.0343 2.77 -0.35 -0.91 -0.11
C -3.7224 0.8089 -5.1671 -1.56 -0.75 0.91 -0.41
N -3.4205 2.1894 -4.8117 -1.73 1.50 -3.43 -0.12
O -2.1184 2.3065 -4.4229 1.69 -0.11 1.66 -0.03
C -4.1890 0.1299 -3.7993 0.95 -0.72 -1.57 -0.03
C -2.6015 0.0533 -5.9908 -0.90 0.11 -0.21 0.00
C -3.5857 4.6941 -5.1039 0.84 -2.21 0.37 -0.03
H -2.5994 4.4028 -7.6747 -1.02 0.16 0.33 0.08
H -2.5459 2.6563 -7.7663 -0.06 -0.05 -0.08 0.06
H -1.4720 3.5871 -6.7695 0.03 -0.39 0.60 0.06
H -5.6815 3.5416 -5.8460 -0.25 -0.23 -0.07 0.12
H -4.8872 3.8619 -7.4193 -0.10 0.51 0.37 0.12
H -4.7217 1.6695 -8.1183 0.82 -0.43 0.47 0.11
H -6.2153 1.8823 -7.3894 -0.30 -0.30 -0.25 0.10
H -4.9482 -0.1997 -6.5573 -0.56 -0.39 0.24 0.10
H -6.0280 0.7082 -5.4664 0.36 0.19 0.27 0.11
H -4.4127 -0.8876 -4.1196 -0.64 0.00 0.26 0.05
H -3.4593 -0.0316 -3.0059 0.39 0.55 -0.13 0.06
H -5.0722 0.6332 -3.4058 0.12 -0.01 -0.10 0.08
H -1.5591 0.0075 -5.6755 -0.22 0.60 0.60 0.05
H -2.8645 -0.9883 -6.1752 -0.38 -0.16 0.36 0.07
H -2.6181 0.4699 -6.9978 0.17 0.28 -0.07 0.07
H -4.0079 5.4714 -5.7408 0.38 0.00 0.10 0.08
H -2.5620 4.8333 -4.7565 0.19 0.75 -0.47 0.06
H -4.1159 4.6210 -4.1544 -0.63 -0.09 -0.18 0.07
H -2.2826 2.6320 -3.5348 0.94 0.03 0.42 0.09
```
Forces are in eV/Å.

Results
2S+1 ... 1
Gap between HOMO and LUMO ... 2.93 eV
Max |F| ... 5.79 eV/Å
Net charge ... 0
HOMO level ... -7.0 eV